Entry 1:
14
Properties=species:S:1:pos:R:3:mulliken_spin:R:1 method="wB97M-V/def2-TZVPD" homo_lumo_gap_ev="7.75 / 6.97" lumo_energy_ha="-0.1877 / -0.3808" homo_ev="-12.9 / -17.3" s_squared=2.01 multiplicity=3 charge=+1
N -0.05 -1.76 0.03 0.5984
C 0.41 0.65 0.03 0.0705
C -0.57 -0.46 -0.05 0.4611
H 1.79 -2.32 0.02 0.0608
H 0.21 1.30 -0.87 0.0266
C 1.81 0.10 -0.11 0.0602
C 1.27 -1.40 0.06 0.5775
H -2.45 -1.07 0.42 0.0072
H -2.62 -0.10 -1.02 0.0375
H 2.42 0.42 0.78 0.0232
H 0.22 1.36 0.87 0.0242
C -2.06 -0.21 -0.01 0.0160
H -2.29 0.75 0.50 0.0098
H 2.38 0.47 -0.98 0.0270



Entry 2:
15
Properties=species:S:1:pos:R:3:lowdin_charge:R:1 method="wB97M-V/def2-TZVPD" homo_lumo_gap_ev=7.71 lumo_energy_ha=0.0232 homo_ev=-7.1 charge=0
N -1.68 0.07 -0.93 0.1041
C 1.10 -0.84 1.49 -0.1156
N 0.41 -1.07 -0.75 0.0690
H 1.44 1.27 0.02 0.0854
H -2.25 -0.77 -0.98 0.0963
H -0.77 0.39 1.90 0.1134
C 1.33 -1.42 0.26 -0.1918
H 0.13 2.14 0.87 0.0796
H 0.48 -1.25 -1.74 0.1518
H -2.22 0.78 -0.44 0.0921
C -0.10 -0.08 1.17 -0.1823
H 2.13 -2.10 -0.04 0.0819
C -0.49 -0.21 -0.21 -0.5022
C 0.37 1.42 0.09 0.0386
H -0.06 1.79 -0.85 0.0798



Entry 3:
15
Properties=species:S:1:pos:R:3:lowdin_charge:R:1 method="wB97M-V/def2-TZVPD" homo_lumo_gap_ev=10.84 lumo_energy_ha=0.0316 homo_ev=-10.0 charge=0
H -0.31 1.96 -0.52 0.0810
C 2.07 0.80 0.28 -0.2193
H -1.86 1.12 -0.58 0.0810
H -1.83 -1.11 -0.90 0.0917
N -0.86 -1.34 -0.69 0.0466
N 2.66 1.56 0.92 0.1435
H 1.71 -1.13 -0.48 0.1250
H -1.09 1.47 0.98 0.0869
H -1.47 -1.09 1.42 0.1107
C -0.63 -1.28 0.76 -0.1153
C -0.18 -0.18 -0.12 -0.5270
C -0.90 1.17 -0.05 -0.0183
H 0.08 -2.01 1.13 0.1059
H 1.35 0.20 -1.59 0.1304
C 1.28 -0.13 -0.54 -0.1227



Entry 4:
15
Properties=species:S:1:pos:R:3:lowdin_charge:R:1 method="wB97M-V/def2-TZVPD" homo_lumo_gap_ev=9.00 lumo_energy_ha=0.0143 homo_ev=-8.6 charge=0
H 1.21 -2.51 -0.54 0.0828
C 0.94 2.29 1.16 -0.1368
C -0.62 0.95 0.21 -0.1417
H 1.77 2.81 0.70 0.0749
H -1.42 1.65 0.33 0.1140
H -0.32 -2.57 0.39 0.0819
H 0.10 2.98 1.19 0.0685
H -0.26 -3.21 -1.27 0.0731
C 0.12 -2.43 -0.60 -0.1106
N 0.60 1.04 0.53 0.0397
C -0.28 -1.11 -1.13 -0.0896
C -1.12 -0.27 -0.34 -0.5202
H 0.09 -0.85 -2.14 0.1289
N -2.15 -0.90 -0.60 0.2553
H 1.28 2.16 2.19 0.0800



Entry 5:
15
Properties=species:S:1:pos:R:3:lowdin_charge:R:1 method="wB97M-V/def2-TZVPD" homo_lumo_gap_ev=9.11 lumo_energy_ha=0.0297 homo_ev=-8.3 charge=0
H -0.40 -1.22 -2.46 0.0734
H 1.35 2.69 -0.08 0.0687
H -1.35 -2.37 -1.54 0.0829
C -0.47 -0.79 -0.37 -0.2926
C -0.52 -1.44 0.75 -0.1480
C -1.08 -1.32 -1.61 -0.0633
C 1.36 2.16 0.88 -0.1481
H 0.89 2.79 1.64 0.0741
N 0.67 0.90 0.85 -0.0229
C 0.22 0.49 -0.27 -0.1574
H -1.19 -2.22 2.23 0.0833
N -0.27 -1.94 1.86 0.1670
H -1.99 -0.76 -1.83 0.0803
H 2.41 2.00 1.18 0.0770
H 0.35 1.02 -1.22 0.1254



Entry 6:
15
Properties=species:S:1:pos:R:3:lowdin_charge:R:1 method="wB97M-V/def2-TZVPD" homo_lumo_gap_ev=8.49 lumo_energy_ha=0.0386 homo_ev=-7.4 charge=0
H -0.41 -0.80 -2.67 0.0873
H 1.49 0.18 -1.22 0.1153
H 1.50 2.05 2.13 0.0769
N -0.47 -0.47 -0.61 -0.1921
C -1.20 -0.36 0.53 -0.1126
H -0.79 0.61 2.46 0.0955
N 1.83 1.36 1.47 0.0648
C -0.47 0.35 1.46 -0.0514
H 2.44 1.83 0.80 0.0771
H -2.19 -0.79 0.59 0.1143
C 0.74 0.16 -0.43 -0.0602
H -0.46 -2.28 -1.69 0.0892
C -0.83 -1.26 -1.77 -0.0406
C 0.77 0.68 0.85 -0.3512
H -1.92 -1.28 -1.87 0.0876



Entry 7:
15
Properties=species:S:1:pos:R:3:lowdin_charge:R:1 method="wB97M-V/def2-TZVPD" homo_lumo_gap_ev="6.61 / 7.31" lumo_energy_ha="-0.0307 / -0.0111" homo_ev="-7.4 / -7.6" charge=0
N 1.02 0.84 0.09 0.0719
H -1.95 2.07 -0.18 0.0952
H 1.77 -0.62 1.38 0.0822
H 2.70 0.98 1.19 0.0746
C 0.70 -1.53 -1.13 -0.0184
H 0.87 -2.27 -0.35 0.0659
H -1.00 -1.01 1.47 0.0429
H -2.55 -0.08 1.11 0.0478
H -0.82 1.92 -1.42 0.0885
N -1.45 1.45 -0.80 0.0942
C -0.92 0.32 -0.19 -0.5216
C -1.51 -0.25 0.91 0.0229
C 1.83 0.38 0.93 -0.0872
C 0.12 -0.37 -0.97 -0.1157
H 1.17 -1.83 -2.06 0.0567



Entry 8:
15
Properties=species:S:1:pos:R:3:lowdin_charge:R:1 method="wB97M-V/def2-TZVPD" homo_lumo_gap_ev=9.05 lumo_energy_ha=0.0217 homo_ev=-8.5 charge=0
H 0.32 1.72 0.23 0.1629
H 1.62 -2.14 1.05 0.0798
C -2.11 0.89 -0.31 -0.2326
H -3.18 1.04 -0.29 0.0680
H 2.03 0.04 -0.08 0.1190
C 1.15 -0.11 0.56 -0.2089
C -0.25 0.68 -1.40 -0.1761
N -1.49 0.81 -1.60 0.0749
H 0.54 0.58 -2.14 0.1227
H 1.37 0.27 1.56 0.1207
H 0.54 -2.00 -0.35 0.0792
N 0.06 0.74 0.03 -0.1634
C -1.30 0.77 0.78 -0.0394
C 0.78 -1.58 0.64 -0.0809
H -0.09 -1.72 1.29 0.0740



For each record above, in turn, the calculated ΔE to the lowest compared entry with this formula, charge and spin values are 327.9, 455.6, 129.2, 387.1, 230.8, 44.1, 716.2, 350.4 kJ/mol.